99
Properties=species:S:1:pos:R:3:forces:R:3:mulliken_charge:R:1 method="wB97M-V/def2-TZVPD" e_tot_ha=-3836.10457 max_force_ha_per_bohr=0.084 homo_lumo_gap_ev="6.50 / 6.14" charge=0 multiplicity=6
Mn -2.723 -0.471 0.588 -2.306 0.421 2.481 0.68
C -3.688 2.893 2.504 2.931 -2.485 -2.005 -0.86
C -2.775 2.632 1.489 -2.177 0.204 1.592 -0.31
C -1.288 2.776 1.639 0.297 0.142 -0.348 -0.65
C -0.336 1.634 2.120 0.311 0.233 -0.334 -0.56
C -0.827 0.535 3.006 -1.125 0.325 2.284 -0.45
C -1.618 0.722 4.106 -0.108 0.755 -2.977 -0.35
C -2.061 2.110 4.527 0.183 -1.035 -0.118 -1.01
C -3.281 2.859 3.943 -0.605 0.636 0.487 -0.27
C -2.737 -2.162 2.014 0.326 0.751 -2.576 -1.00
H -4.743 2.795 2.311 -0.178 0.233 -0.226 0.44
H -3.173 2.412 0.485 0.094 0.372 0.293 0.86
H -1.085 3.638 2.284 -0.130 -0.037 -0.233 0.49
H -0.948 3.032 0.620 0.222 0.229 0.464 0.27
H 0.091 1.137 1.240 0.095 0.183 -0.010 -0.05
H 0.495 2.191 2.585 0.038 -0.442 -0.105 0.31
H -0.417 -0.455 2.865 -0.099 -0.174 -0.373 0.75
H -2.126 -0.103 4.568 0.247 -0.402 0.401 0.29
H -1.202 2.758 4.424 0.340 0.198 0.288 0.45
H -2.305 1.941 5.577 0.150 0.682 0.176 0.37
H -4.165 2.511 4.497 0.195 0.328 -0.068 -0.20
H -3.058 3.899 4.219 -0.475 0.035 0.358 0.47
H -3.787 -2.545 2.064 1.151 0.294 -0.202 0.35
H -2.176 -2.156 2.962 -0.238 0.154 -0.798 0.27
H -2.143 -2.483 1.072 -0.556 -1.213 1.802 0.29
P 3.333 -0.207 -4.573 0.353 -0.228 -1.256 0.06
P 4.800 -2.212 -2.593 1.324 -1.086 -0.607 0.00
C 4.747 0.359 -3.585 0.923 -0.374 0.491 -0.94
C 5.401 -0.515 -2.785 0.254 0.713 -1.030 -0.22
C 3.740 0.562 -6.242 0.325 -0.197 0.359 0.29
C 4.606 1.656 -6.405 -0.172 0.098 0.163 0.11
C 4.776 2.243 -7.656 -0.017 -0.247 0.131 -0.61
C 4.157 1.704 -8.778 -0.156 -0.063 0.069 -0.48
C 3.377 0.559 -8.646 0.015 -0.092 0.251 -0.52
C 3.185 -0.026 -7.391 -0.183 0.037 0.164 -0.33
C 2.079 0.894 -3.900 -0.337 0.160 0.096 0.62
C 1.636 0.537 -2.621 -0.228 0.078 0.322 -0.76
C 0.668 1.301 -1.973 -0.111 0.416 -0.637 0.03
C 0.138 2.426 -2.644 -0.136 0.058 0.083 -0.49
C 0.563 2.769 -3.944 -0.146 -0.377 0.586 -0.75
C 1.530 1.978 -4.575 -0.263 0.397 0.011 -0.34
C 6.530 -3.046 -2.821 -0.469 0.194 0.175 0.26
C 7.087 -3.047 -4.107 -0.099 0.149 -0.244 -0.32
C 8.377 -3.531 -4.336 -0.110 -0.008 0.066 -0.57
C 9.141 -4.048 -3.293 -0.198 0.060 0.041 -0.47
C 8.582 -4.094 -2.021 -0.298 0.058 -0.167 -0.55
C 7.287 -3.616 -1.788 -0.055 0.071 0.298 -0.23
C 4.656 -2.308 -0.801 -0.023 -0.237 0.474 0.45
C 3.974 -3.429 -0.305 -0.020 -0.028 0.217 -0.42
C 3.862 -3.635 1.069 0.209 0.339 0.152 -0.64
C 4.446 -2.706 1.949 -0.045 -0.017 0.114 -0.45
C 5.129 -1.579 1.460 -0.353 -0.396 -0.121 -0.74
C 5.223 -1.384 0.077 0.078 0.059 0.534 0.06
H 5.103 1.392 -3.739 -0.005 -0.563 0.304 0.49
H 6.408 -0.320 -2.375 -0.689 0.387 0.004 0.74
H 5.162 2.073 -5.553 -0.480 -0.134 -0.482 0.09
H 5.391 3.126 -7.744 0.127 0.035 -0.060 0.40
H 4.284 2.171 -9.752 -0.011 -0.095 0.167 0.37
H 2.906 0.118 -9.517 0.073 0.001 0.037 0.38
H 2.592 -0.952 -7.302 0.259 0.616 0.001 0.35
H 2.056 -0.359 -2.139 -0.180 0.447 -0.170 0.29
H 0.316 1.024 -0.970 0.192 0.205 -0.454 0.29
H -0.637 3.034 -2.145 0.512 -0.332 -0.340 0.35
H 0.135 3.637 -4.457 0.155 -0.386 0.258 0.37
H 1.853 2.207 -5.600 -0.113 -0.043 0.534 0.28
H 6.509 -2.656 -4.960 0.273 -0.130 0.461 0.35
H 8.792 -3.509 -5.337 -0.081 0.032 -0.004 0.37
H 10.152 -4.422 -3.471 -0.357 0.146 0.050 0.36
H 9.153 -4.508 -1.202 -0.016 -0.030 0.089 0.38
H 6.884 -3.693 -0.766 0.145 0.160 -0.555 0.24
H 3.539 -4.150 -1.011 0.156 0.338 0.306 0.35
H 3.318 -4.507 1.455 0.296 0.424 -0.137 0.40
H 4.358 -2.862 3.036 0.068 0.103 -0.631 0.38
H 5.577 -0.858 2.152 -0.184 -0.314 -0.267 0.40
H 5.758 -0.508 -0.307 -0.254 -0.391 0.193 0.36
C -7.287 2.109 5.333 0.287 0.172 0.568 -1.28
C -7.704 1.414 4.047 -0.017 -0.010 -0.710 -0.72
C -7.219 -0.052 3.813 -0.009 -0.768 0.142 1.71
C -7.788 -1.030 4.912 0.083 -0.069 -0.646 -0.78
C -7.319 -0.824 6.335 0.497 0.244 0.438 -1.13
C -7.815 -0.509 2.474 -0.357 0.026 0.182 -0.34
O -8.850 -1.139 2.328 1.018 0.774 0.064 -0.64
N -7.080 -0.070 1.370 -0.103 -0.201 -1.075 -0.01
C -5.696 0.124 1.346 1.006 -0.225 0.543 0.04
O -5.102 0.279 0.226 0.040 -0.531 0.643 -0.83
N -4.988 0.076 2.483 -0.687 0.213 -1.067 0.68
C -5.623 -0.075 3.663 0.173 -0.136 2.484 -0.53
O -4.954 -0.181 4.716 -0.891 0.222 -1.526 -0.68
H -7.995 1.952 6.165 0.341 0.002 -0.454 0.33
H -7.244 3.190 5.147 0.010 -0.209 0.106 0.36
H -6.290 1.776 5.666 -0.336 0.158 -0.088 0.32
H -8.801 1.453 3.961 0.254 -0.233 -0.073 0.45
H -7.317 1.999 3.202 -0.081 0.001 0.036 0.40
H -8.890 -0.997 4.893 0.378 0.128 -0.332 0.33
H -7.526 -2.053 4.611 -0.012 0.202 -0.069 0.48
H -7.849 -0.006 6.838 0.156 -0.278 -0.092 0.27
H -7.480 -1.739 6.917 -0.030 0.146 -0.070 0.40
H -6.244 -0.602 6.313 -0.412 -0.114 0.340 0.20
H -7.501 -0.275 0.463 0.162 0.090 0.366 0.35



101
Properties=species:S:1:pos:R:3:forces:R:3:mulliken_charge:R:1 method="wB97M-V/def2-TZVPD" e_tot_ha=-5109.40291 max_force_ha_per_bohr=0.018 homo_lumo_gap_ev="8.22 / 6.11" charge=+1 multiplicity=5
Os 0.192 0.448 -2.433 0.665 -0.016 -0.660 1.60
S 2.433 0.976 -3.521 -0.240 -0.033 0.431 -0.54
C 1.799 2.510 -3.122 0.370 0.129 0.168 0.42
N 0.550 2.549 -2.702 -0.169 -0.156 0.200 0.38
C 0.137 3.857 -2.423 -0.088 -0.043 -0.089 -0.71
C -1.149 4.293 -2.116 0.016 0.013 0.001 0.60
C -1.357 5.639 -1.886 0.014 0.007 -0.007 -1.02
C -0.311 6.559 -1.974 0.011 -0.025 0.008 -0.63
C 0.959 6.145 -2.330 -0.006 -0.007 -0.023 -0.61
C 1.167 4.793 -2.565 0.006 -0.003 0.030 0.74
S 2.633 4.012 -3.104 -0.136 0.076 -0.105 -0.23
H -1.975 3.597 -2.103 -0.020 0.010 0.002 0.21
H -2.353 5.988 -1.651 -0.020 0.011 0.012 0.44
H -0.498 7.606 -1.786 -0.010 0.025 -0.004 0.42
H 1.766 6.855 -2.441 0.014 0.026 0.009 0.44
F -5.758 0.850 -4.032 0.028 -0.007 0.002 -0.35
C -4.458 0.734 -3.713 -0.033 0.002 0.009 0.22
C -3.556 1.638 -4.241 -0.007 -0.005 0.024 -0.87
C -2.221 1.534 -3.880 0.000 -0.104 -0.073 -0.50
C -1.769 0.523 -3.023 -0.111 -0.018 0.140 -0.21
C -2.722 -0.388 -2.541 -0.019 0.036 -0.082 0.85
C -4.067 -0.282 -2.864 0.034 -0.014 -0.029 -1.08
H -3.905 2.412 -4.910 -0.012 0.023 -0.025 0.52
H -1.521 2.252 -4.288 0.008 0.021 0.004 0.57
H -2.431 -1.161 -1.836 -0.007 -0.009 -0.009 0.03
H -4.805 -0.962 -2.464 -0.023 -0.015 0.011 0.52
C 3.383 -1.538 -1.747 -0.046 -0.004 0.119 -0.22
C 2.864 -2.189 -3.013 0.104 -0.012 -0.049 -1.35
N 1.803 -3.174 -2.807 0.051 -0.087 0.115 0.33
C 2.243 -4.563 -2.594 -0.013 0.030 0.027 -0.81
C 2.549 -4.882 -1.134 -0.017 0.019 -0.022 -0.74
C 0.523 -2.837 -2.841 -0.036 0.014 -0.112 1.17
C -0.505 -3.945 -2.900 0.061 0.065 0.020 -1.98
N 0.062 -1.595 -2.890 -0.650 0.101 0.119 -0.38
H 4.210 -0.877 -2.001 0.024 0.022 0.036 0.50
H 3.738 -2.286 -1.039 0.035 0.013 0.008 0.43
H 2.613 -0.946 -1.249 0.084 -0.092 -0.067 -0.31
H 3.678 -2.719 -3.509 -0.033 0.017 -0.041 0.37
H 2.482 -1.457 -3.721 -0.003 0.013 0.014 0.52
H 3.128 -4.707 -3.213 -0.014 -0.028 0.019 0.36
H 1.490 -5.245 -2.972 -0.054 0.022 -0.033 0.49
H 3.501 -4.461 -0.819 0.006 0.037 0.023 0.34
H 2.602 -5.960 -0.994 0.020 -0.032 -0.004 0.41
H 1.770 -4.488 -0.479 -0.021 -0.031 0.006 -0.03
H -0.360 -4.562 -3.787 0.015 -0.010 -0.013 0.44
H -1.507 -3.525 -2.933 0.000 0.004 0.009 0.43
H -0.438 -4.587 -2.024 0.022 -0.034 0.038 0.43
H -0.922 -1.669 -3.127 0.087 -0.053 0.055 -0.10
C -1.950 -4.479 5.265 0.006 0.006 -0.005 -1.58
C -1.211 -3.591 4.304 0.014 0.025 0.006 0.34
C -0.359 -2.592 4.751 0.003 -0.036 -0.014 -0.77
C 0.311 -1.733 3.883 0.042 -0.026 0.054 0.63
C 1.291 -0.768 4.505 0.061 -0.038 -0.014 -1.83
C 0.083 -1.853 2.504 -0.035 0.130 0.001 0.54
As 0.948 -0.740 1.130 0.150 -0.025 0.023 0.97
N -0.370 0.120 0.088 0.078 0.099 -0.169 0.25
C -1.655 0.417 0.339 -0.007 -0.127 0.029 1.03
C -2.165 1.597 -0.263 -0.044 0.122 0.063 -0.36
C -3.469 1.990 -0.089 -0.017 0.018 0.049 -0.35
C -4.338 1.195 0.658 0.027 0.020 -0.027 -0.99
C -3.868 0.028 1.262 0.038 0.016 -0.022 -0.96
C -2.551 -0.350 1.133 -0.036 0.001 0.095 -0.34
C 1.506 0.962 1.951 -0.017 0.018 -0.091 0.66
C 0.648 1.842 2.631 0.017 0.046 0.000 1.15
C -0.738 1.491 3.106 -0.005 -0.030 -0.053 -1.96
C 1.108 3.112 2.962 -0.026 -0.022 -0.032 -1.03
C 2.391 3.540 2.659 0.013 0.002 0.003 0.59
C 2.853 4.929 2.995 -0.003 -0.003 0.002 -1.58
C 3.245 2.632 2.052 0.006 0.012 0.004 -0.66
C 2.832 1.353 1.699 -0.013 -0.022 -0.010 0.40
C 3.886 0.448 1.108 -0.012 -0.024 -0.014 -2.46
C -0.691 -2.926 2.033 0.018 -0.065 -0.032 -0.04
C -0.867 -3.218 0.563 -0.049 -0.007 -0.041 -0.84
C -1.335 -3.765 2.933 0.026 -0.010 -0.005 -0.76
H -1.575 -4.363 6.280 0.002 -0.002 0.004 0.37
H -1.859 -5.527 4.982 0.000 -0.007 -0.001 0.38
H -3.014 -4.234 5.271 -0.001 0.000 0.005 0.30
H -0.186 -2.486 5.815 0.001 0.001 0.022 0.44
H 1.699 -1.212 5.412 -0.010 0.009 0.031 0.62
H 0.821 0.176 4.784 0.010 -0.010 -0.016 0.22
H 2.126 -0.534 3.846 -0.045 -0.034 0.074 0.27
H -1.464 2.205 -0.813 -0.016 -0.032 0.043 0.07
H -3.825 2.911 -0.532 -0.002 0.015 -0.019 0.52
H -5.372 1.488 0.779 -0.025 0.002 0.002 0.43
H -4.540 -0.581 1.851 -0.018 -0.012 0.013 0.48
H -2.203 -1.240 1.632 -0.002 0.061 0.007 0.24
H -0.921 0.420 3.111 -0.036 0.019 -0.032 -0.10
H -1.505 1.969 2.495 -0.019 0.011 -0.033 0.52
H -0.870 1.855 4.125 -0.016 0.001 0.013 0.64
H 0.438 3.780 3.491 -0.018 0.026 0.022 0.40
H 2.161 5.423 3.675 0.000 0.004 0.004 0.37
H 2.927 5.537 2.092 -0.001 0.005 -0.002 0.28
H 3.839 4.913 3.460 0.005 0.003 0.001 0.39
H 4.273 2.918 1.858 0.025 0.008 -0.004 0.48
H 4.813 0.560 1.670 0.012 0.001 -0.017 0.57
H 4.099 0.717 0.071 -0.019 -0.017 -0.044 0.37
H 3.607 -0.603 1.132 0.028 0.004 -0.013 0.40
H -0.048 -2.820 -0.039 0.013 -0.018 -0.025 -0.67
H -1.798 -2.795 0.171 0.037 0.009 -0.013 0.33
H -0.913 -4.297 0.413 -0.007 -0.018 -0.029 0.67
H -1.936 -4.583 2.551 -0.014 -0.009 -0.007 0.48